Entry 1:
The following is a DFT calculation (ωB97M-V/def2-TZVPD) of one molecule with the formula C8H13NO.

CARTESIAN COORDINATES (ANGSTROEM)
1 C -1.005 1.952 0.532
2 C -0.276 1.068 -0.466
3 C -1.060 0.092 -1.396
4 C -0.128 -1.047 -0.981
5 C -0.185 -1.314 0.485
6 C -1.425 -1.296 1.348
7 C 0.594 -0.105 0.000
8 C 2.048 0.023 0.265
9 N 2.917 -0.186 -0.745
10 O 2.486 0.642 1.249
11 H -1.739 1.397 1.129
12 H -0.290 2.418 1.224
13 H -1.537 2.759 0.005
14 H 0.356 1.707 -1.098
15 H -0.975 0.355 -2.456
16 H -2.122 -0.056 -1.156
17 H 0.346 -1.746 -1.672
18 H 0.498 -2.120 0.771
19 H -2.284 -0.830 0.852
20 H -1.708 -2.328 1.598
21 H -1.242 -0.757 2.288
22 H 3.007 -1.128 -1.101
23 H 3.723 0.500 -0.674

Summary:
**M**: 139.2 g mol⁻¹
**Multiplicity**: 1
**HOMO-LUMO gap**: 9.949 eV
**SMILES string**: C[C@@H]1C[C@@H]2[C@H](C)[C@]12C(N)=O
**HOMO level**: -9.152 eV

=====

Entry 2:
The following is a DFT calculation (ωB97M-V/def2-TZVPD) of C48H52IN7O4RuSeTe as an isolated structure.

CARTESIAN COORDINATES (ANGSTROEM)
1 Ru 1.116 0.572 0.382
2 C 2.614 -1.215 -3.178
3 O 2.858 -0.464 -2.004
4 C 3.966 -0.778 -1.286
5 C 5.156 -1.091 -1.925
6 C 6.318 -1.347 -1.214
7 C 6.282 -1.301 0.167
8 C 5.095 -1.025 0.819
9 C 3.904 -0.741 0.130
10 N 2.728 -0.523 0.861
11 N 2.853 -0.867 2.131
12 C 1.934 -0.850 3.083
13 C 0.523 -0.701 2.879
14 O 0.020 -0.642 1.677
15 C -0.342 -0.611 3.995
16 C 0.123 -0.696 5.273
17 C 1.511 -0.880 5.533
18 C 2.004 -0.932 6.853
19 C 3.345 -1.068 7.102
20 C 4.241 -1.183 6.030
21 C 3.785 -1.141 4.734
22 C 2.417 -0.979 4.448
23 H 2.672 -2.286 -2.973
24 H 3.311 -0.954 -3.981
25 H 1.602 -0.959 -3.489
26 H 5.185 -1.149 -3.006
27 H 7.230 -1.590 -1.743
28 H 7.180 -1.497 0.739
29 H 5.053 -1.014 1.896
30 H -1.397 -0.473 3.786
31 H -0.555 -0.619 6.114
32 H 1.295 -0.850 7.669
33 H 3.708 -1.082 8.122
34 H 5.297 -1.310 6.231
35 H 4.479 -1.228 3.913
36 I -0.976 2.403 0.819
37 C -7.726 1.338 2.592
38 C -6.468 0.924 1.877
39 C -5.936 1.712 0.869
40 C -4.763 1.367 0.201
41 C -4.289 2.319 -0.868
42 C -4.093 0.182 0.543
43 Te -2.113 -0.438 -0.268
44 N 0.202 -0.572 -0.880
45 C 0.534 -1.896 -0.921
46 O 1.617 -2.397 -0.627
47 C -0.510 -2.861 -1.436
48 C -1.011 -3.804 -0.535
49 C -1.898 -4.774 -0.967
50 C -2.259 -4.836 -2.309
51 C -1.752 -3.910 -3.206
52 C -0.884 -2.916 -2.772
53 C -2.744 -0.150 -2.298
54 C -3.877 -0.878 -2.696
55 C -4.549 -1.886 -1.801
56 C -4.429 -0.661 -3.953
57 C -3.892 0.259 -4.837
58 C -4.536 0.561 -6.162
59 C -2.744 0.934 -4.449
60 C -2.160 0.760 -3.199
61 C -0.979 1.639 -2.898
62 C -4.624 -0.621 1.565
63 C -3.987 -1.928 1.979
64 C -5.802 -0.249 2.203
65 H -7.895 2.408 2.479
66 H -7.670 1.102 3.654
67 H -8.592 0.816 2.178
68 H -6.435 2.636 0.592
69 H -4.972 2.297 -1.722
70 H -3.299 2.063 -1.217
71 H -4.259 3.337 -0.476
72 H -0.694 -3.761 0.500
73 H -2.309 -5.486 -0.262
74 H -2.933 -5.610 -2.652
75 H -2.029 -3.963 -4.252
76 H -0.492 -2.188 -3.472
77 H -3.831 -2.357 -1.129
78 H -5.031 -2.662 -2.395
79 H -5.311 -1.399 -1.189
80 H -5.312 -1.223 -4.240
81 H -5.412 -0.063 -6.332
82 H -3.835 0.406 -6.984
83 H -4.850 1.605 -6.193
84 H -2.297 1.652 -5.129
85 H -0.439 1.859 -3.822
86 H -0.288 1.184 -2.204
87 H -1.306 2.595 -2.480
88 H -2.907 -1.919 1.842
89 H -4.398 -2.748 1.383
90 H -4.197 -2.140 3.027
91 H -6.204 -0.895 2.977
92 C 3.558 2.710 -3.811
93 N 4.365 2.610 -2.615
94 C 5.740 2.598 -2.570
95 C 6.095 2.570 -1.268
96 N 4.939 2.576 -0.529
97 C 4.845 2.636 0.916
98 C 3.877 2.585 -1.358
99 Se 2.083 2.632 -0.886
100 H 3.411 3.757 -4.081
101 H 2.584 2.266 -3.619
102 H 4.054 2.189 -4.628
103 H 6.342 2.610 -3.461
104 H 7.068 2.521 -0.815
105 H 5.842 2.564 1.343
106 H 4.230 1.823 1.294
107 H 4.372 3.573 1.214
108 N 1.571 3.973 2.688
109 C 1.769 2.674 3.048
110 N 1.729 2.395 4.368
111 O 2.071 1.813 2.216
112 H 1.076 4.583 3.317
113 H 1.386 4.119 1.707
114 H 1.466 3.088 5.043
115 H 1.861 1.442 4.672

Summary:
**M**: 1225.5 g mol⁻¹
**Multiplicity**: 5
**HOMO-LUMO gap (spin up / spin down)**: 5.513 / 5.577 eV
**HOMO level (spin up / spin down)**: -5.512 / -6.871 eV
**<S²>**: 6.06

=====

Entry 3:
The following is a DFT calculation (ωB97M-V/def2-TZVPD) of a 2-piece molecular cluster, C4H11N2S2 overall.

CARTESIAN COORDINATES (ANGSTROEM)
1 C 1.397 1.053 0.139
2 C -0.582 -1.260 1.568
3 C -0.678 -1.295 -1.056
4 C -1.067 -0.710 0.251
5 N 1.135 2.263 -0.223
6 N 2.523 0.909 0.839
7 S -1.283 -0.310 -2.413
8 S -2.202 0.480 0.538
9 H -0.986 -2.264 1.293
10 H -1.148 -0.851 2.412
11 H 0.418 -1.545 1.632
12 H 0.418 -1.361 -1.132
13 H -1.051 -2.299 -1.217
14 H 0.425 2.409 -0.934
15 H 1.815 3.050 -0.084
16 H 2.848 0.029 0.990
17 H 3.162 1.682 0.778
18 H -2.548 -0.737 -2.502
19 H -2.596 0.756 -0.878

Summary:
**M**: 151.3 g mol⁻¹
**Multiplicity**: 1
**HOMO-LUMO gap**: 7.114 eV
**Total charge**: +1
**HOMO level**: -12.133 eV

=====

Entry 4:
The following is a DFT calculation (ωB97M-V/def2-TZVPD) of C33H36F4IrN4OTe as an isolated structure.

CARTESIAN COORDINATES (ANGSTROEM)
1 Ir -0.609 0.002 0.012
2 C -2.223 -1.812 -2.296
3 C -0.890 -1.234 -2.692
4 N -0.533 0.107 -2.079
5 C -1.347 1.085 -2.902
6 C -1.564 2.495 -2.419
7 C 0.921 0.328 -2.407
8 C 1.819 -0.565 -1.557
9 N 1.370 -0.417 -0.185
10 C 2.115 -0.838 0.882
11 C 1.736 -0.504 2.191
12 F 0.590 0.208 2.387
13 C 2.447 -0.891 3.307
14 F 1.980 -0.527 4.505
15 C 3.608 -1.630 3.205
16 C 4.006 -1.974 1.928
17 F 5.106 -2.708 1.750
18 C 3.289 -1.608 0.803
19 F 3.729 -2.054 -0.390
20 H -2.294 -2.815 -2.719
21 H -3.071 -1.238 -2.669
22 H -2.287 -1.900 -1.214
23 H -0.851 -1.067 -3.772
24 H -0.094 -1.928 -2.453
25 H -2.315 0.614 -3.060
26 H -0.845 1.111 -3.873
27 H -2.179 2.524 -1.522
28 H -2.111 3.015 -3.205
29 H -0.637 3.044 -2.252
30 H 1.130 1.380 -2.220
31 H 1.071 0.144 -3.473
32 H 2.849 -0.225 -1.696
33 H 1.792 -1.598 -1.913
34 H 4.171 -1.930 4.075
35 N -2.184 6.211 1.285
36 C -1.395 5.418 1.031
37 C -0.408 4.424 0.717
38 C 0.936 4.742 0.582
39 C 1.803 3.709 0.299
40 C 1.310 2.427 0.136
41 N 0.003 2.110 0.214
42 C -0.825 3.115 0.529
43 H 1.280 5.760 0.709
44 H 2.867 3.879 0.211
45 H 1.970 1.593 -0.046
46 H -1.869 2.887 0.657
47 Te -3.157 0.575 0.953
48 C -4.870 -0.095 -0.071
49 C -4.957 -1.352 -0.661
50 C -6.132 -1.737 -1.289
51 C -7.216 -0.869 -1.330
52 C -7.129 0.379 -0.735
53 C -5.958 0.770 -0.101
54 C -3.246 -0.720 2.608
55 C -2.437 -0.409 3.693
56 C -2.465 -1.219 4.818
57 C -3.309 -2.320 4.861
58 C -4.123 -2.614 3.778
59 C -4.090 -1.820 2.639
60 H -4.127 -2.041 -0.607
61 H -6.204 -2.718 -1.740
62 H -8.131 -1.171 -1.820
63 H -7.976 1.052 -0.758
64 H -5.899 1.744 0.368
65 H -1.781 0.454 3.674
66 H -1.833 -0.984 5.664
67 H -3.337 -2.944 5.745
68 H -4.786 -3.469 3.813
69 H -4.728 -2.060 1.802
70 C -0.081 -3.778 -0.255
71 C -0.285 -2.920 0.978
72 C -1.052 -3.662 2.059
73 O -1.052 -1.747 0.710
74 H 0.491 -4.665 0.018
75 H 0.490 -3.256 -1.023
76 H -1.034 -4.105 -0.674
77 H 0.696 -2.646 1.379
78 H -2.042 -3.942 1.698
79 H -1.174 -3.037 2.944
80 H -0.520 -4.570 2.348

Summary:
**M**: 900.5 g mol⁻¹
**Multiplicity**: 1
**HOMO-LUMO gap**: 6.936 eV
**Total charge**: +1
**HOMO level**: -10.271 eV

=====

Entry 5:
The following is a DFT calculation (ωB97M-V/def2-TZVPD) of an isolated ion of composition C5H6NS and charge +1.

CARTESIAN COORDINATES (ANGSTROEM)
1 C 0.056 -1.368 -1.688
2 C 0.142 -0.076 -2.093
3 C -0.369 -0.866 0.453
4 C -0.087 0.571 0.409
5 C 0.044 1.174 1.749
6 N -0.276 -1.796 -0.469
7 S 0.321 1.276 -1.051
8 H 0.125 -2.284 -2.370
9 H 0.308 0.355 -3.054
10 H -0.725 -1.150 1.542
11 H 0.036 2.349 1.843
12 H 1.012 1.021 2.227
13 H -0.588 0.794 2.503

Summary:
**M**: 112.2 g mol⁻¹
**Multiplicity**: 1
**HOMO-LUMO gap**: 8.826 eV
**Total charge**: +1
**HOMO level**: -15.236 eV

=====

Entry 6:
The following is a DFT calculation (ωB97M-V/def2-TZVPD) of a 2-piece molecular cluster, C5H10O overall.

CARTESIAN COORDINATES (ANGSTROEM)
1 C -0.277 2.712 1.804
2 C -0.582 1.427 1.712
3 C -0.477 0.513 0.551
4 C -1.457 -0.317 0.179
5 C -1.408 -1.112 -1.103
6 H -0.194 3.209 2.766
7 H 0.173 3.367 1.067
8 H -0.557 0.887 2.663
9 H 0.432 0.584 -0.028
10 H -2.300 -0.383 0.867
11 H -1.969 -0.577 -1.877
12 H -1.834 -2.104 -0.991
13 H -0.356 -1.089 -1.387
14 O 3.136 -2.323 -2.261
15 H 2.957 -1.645 -1.641
16 H 3.699 -3.026 -1.968

Summary:
**M**: 86.1 g mol⁻¹
**Multiplicity**: 1
**HOMO-LUMO gap**: 9.932 eV
**SMILES string**: C=C/C=C/C.O
**HOMO level**: -9.112 eV

=====

Entry 7:
The following is a DFT calculation (ωB97M-V/def2-TZVPD) of one molecule with the formula C2H5NO.

CARTESIAN COORDINATES (ANGSTROEM)
1 C 0.959 0.133 0.551
2 N -0.126 -0.545 -0.124
3 C -1.134 0.133 -0.738
4 O -1.058 1.265 -1.170
5 H 0.726 1.200 0.557
6 H 1.017 -0.225 1.586
7 H 1.925 -0.007 0.057
8 H -0.246 -1.535 0.020
9 H -2.073 -0.449 -0.742

Summary:
**M**: 59.1 g mol⁻¹
**Multiplicity**: 1
**HOMO-LUMO gap**: 10.748 eV
**SMILES string**: CNC=O
**HOMO level**: -9.843 eV

=====

Entry 8:
The following is a DFT calculation (ωB97M-V/def2-TZVPD) of C39H51CeN4SSi as an isolated structure.

CARTESIAN COORDINATES (ANGSTROEM)
1 Ce 0.771 -1.096 -0.323
2 C 3.218 -0.608 0.808
3 C 3.572 -0.792 -0.607
4 C 3.021 0.263 -1.347
5 C 2.387 1.180 -0.412
6 C 2.488 0.615 0.863
7 H 3.518 -1.219 1.629
8 H 4.091 -1.639 -0.939
9 H 2.989 0.440 -2.400
10 H 1.667 2.027 -0.668
11 H 2.040 1.030 1.795
12 C -1.274 0.075 -0.903
13 Si -1.953 1.201 0.456
14 C -1.092 0.634 2.113
15 N -0.628 -0.742 2.117
16 C -1.916 -1.717 2.065
17 C -1.573 -3.025 2.857
18 C -1.392 -2.580 4.345
19 C -0.851 -1.177 4.523
20 C 0.136 -0.954 3.380
21 C -3.786 0.922 0.558
22 C -4.402 1.094 1.814
23 C -5.718 0.776 2.016
24 C -6.491 0.432 0.880
25 C -5.847 0.271 -0.358
26 C -4.512 0.508 -0.512
27 C -1.446 3.002 0.180
28 C -0.365 3.649 0.684
29 C -0.170 5.023 0.692
30 C -1.186 5.762 0.069
31 C -2.282 5.134 -0.546
32 C -2.409 3.802 -0.470
33 H -1.180 0.751 -1.830
34 H -2.028 -0.675 -1.068
35 H -1.726 0.823 2.991
36 H -0.150 1.262 2.241
37 H -2.276 -1.951 1.045
38 H -2.740 -1.215 2.664
39 H -0.638 -3.413 2.508
40 H -2.241 -3.862 2.857
41 H -0.795 -3.313 4.922
42 H -2.312 -2.672 4.869
43 H -0.397 -0.923 5.505
44 H -1.760 -0.496 4.349
45 H 0.719 -1.857 3.336
46 H 0.758 -0.077 3.611
47 H -3.833 1.462 2.677
48 H -6.243 0.925 2.975
49 H -7.584 0.274 0.951
50 H -6.474 0.101 -1.199
51 H -4.079 0.475 -1.501
52 H 0.388 2.985 1.146
53 H 0.677 5.371 1.208
54 H -1.102 6.809 -0.003
55 H -2.895 5.734 -1.190
56 H -3.279 3.347 -0.932
57 N 0.952 -2.054 -2.803
58 H 1.612 -2.836 -2.678
59 H 1.281 -1.428 -3.583
60 H 0.069 -2.465 -3.150
61 C 2.839 -6.534 2.328
62 C 3.404 -5.284 2.216
63 C 2.878 -4.332 1.444
64 C 1.517 -4.467 0.961
65 C 0.787 -3.429 0.297
66 C -0.395 -3.787 -0.313
67 C -0.882 -5.091 -0.386
68 C -0.208 -6.083 0.268
69 C 0.963 -5.759 1.030
70 C 1.681 -6.766 1.694
71 H 3.357 -7.287 2.839
72 H 4.463 -5.190 2.794
73 H 3.428 -3.456 1.258
74 H -1.048 -3.096 -0.831
75 H -1.838 -5.340 -0.833
76 H -0.597 -7.145 0.359
77 H 1.310 -7.746 1.638
78 C -0.645 4.495 -3.942
79 C 0.203 3.882 -2.823
80 N 1.645 3.570 -3.114
81 C 2.006 2.601 -3.976
82 S 1.020 1.289 -4.458
83 N 3.268 2.526 -4.440
84 C 4.441 3.324 -3.984
85 C 5.117 2.683 -2.736
86 H -1.734 4.448 -3.652
87 H -0.555 3.962 -4.893
88 H -0.363 5.507 -4.245
89 H -0.326 2.995 -2.537
90 H 0.157 4.660 -1.988
91 H 2.175 4.424 -3.245
92 H 3.501 1.721 -4.936
93 H 3.911 4.295 -3.879
94 H 5.047 3.271 -4.865
95 H 4.467 2.565 -1.909
96 H 6.030 3.417 -2.470
97 H 5.640 1.782 -2.949

Summary:
**M**: 776.1 g mol⁻¹
**Multiplicity**: 1
**HOMO-LUMO gap (spin up / spin down)**: 8.058 / 5.758 eV
**Total charge**: +1
**HOMO level (spin up / spin down)**: -10.478 / -10.478 eV

=====

| no. | largest force on an atom (eV/A) |
| --- | --- |
| 1 | 3.55 |
| 2 | 1.65 |
| 3 | 3.74 |
| 4 | 0.54 |
| 5 | 4.21 |
| 6 | 2.26 |
| 7 | 0.50 |
| 8 | 4.89 |